The following is a quantum chemistry calculation of C15H23N5O3 in the gas phase at a distorted geometry, from OMol25.

Calculated values
Energy ... -29522.109 eV
F_max ... 3.06 eV Å⁻¹
Multiplicity ... 1
SMILES ... [H]/N=C(/N)NCCC[C@H](N)C(=O)N[C@@H](Cc1ccccc1)C(=O)O
Frontier orbital gap ... 8.88 eV
M ... 321.4 g/mol
HOMO energy ... -8.537 eV

Structure (XYZ):
```
46
Properties=species:S:1:pos:R:3:forces:R:3:lowdin_charge:R:1
C 1.00195 -0.92596 0.92773 -1.7 0.3 -1.4 -0.299
C 0.02725 -0.14672 -0.05202 0.3 -0.1 -0.6 -0.388
C 1.76615 0.06364 1.75117 0.7 0.7 0.6 -0.188
C 2.54286 1.20817 1.08245 -1.0 1.2 -0.6 -0.175
C 3.42957 0.87690 -0.12580 -1.1 -2.2 1.3 -0.197
C 5.32902 -0.63529 -0.56711 -0.4 -0.2 0.7 -0.549
C -1.86854 1.39270 -0.26766 -1.8 1.9 -0.7 -0.198
C -1.77185 2.95418 -0.22698 -0.4 -0.5 -0.6 -0.489
C -3.37188 1.15848 0.13714 0.2 -0.9 -2.3 -0.084
C -3.71446 -0.30053 0.04827 0.0 -1.3 -0.4 -0.235
C -3.94510 -1.14735 1.13236 -0.2 -0.8 -0.3 -0.039
C -3.77484 -0.91504 -1.21714 -0.3 0.5 -1.0 -0.029
C -4.24723 -2.51940 0.96176 0.9 0.9 0.9 -0.086
C -4.10541 -2.27366 -1.37682 0.5 1.8 -0.9 -0.087
C -4.25286 -3.07860 -0.28724 -0.9 -1.1 0.3 -0.121
H 1.63869 -2.85520 0.49094 -0.1 0.3 0.1 0.094
H 1.56068 -1.86721 -0.78196 0.0 0.2 -0.6 0.074
H 0.31820 -1.42652 1.60285 -0.1 -0.4 0.3 0.136
H 1.04738 0.60629 2.39938 0.4 -0.6 0.1 0.117
H 2.47128 -0.52734 2.35542 -0.3 0.3 0.2 0.120
H 1.76354 1.97197 0.72556 1.1 -0.8 0.6 0.121
H 3.13004 1.64494 1.90487 -0.1 0.2 -0.4 0.112
H 4.11563 1.66009 -0.35299 0.3 0.6 -0.2 0.107
H 2.75107 0.65569 -0.94402 0.0 0.3 -0.6 0.107
H 3.70267 -1.14647 0.48524 -0.8 -0.6 0.1 0.064
H 5.03727 0.61245 -1.99256 0.5 -0.7 0.2 0.031
H 6.92192 -1.83410 -0.50713 -0.4 0.0 0.5 0.076
H 6.27091 -1.48682 1.05157 -0.3 -0.4 -1.8 0.102
H -1.15551 0.53076 1.48118 0.2 0.1 0.0 0.154
H -1.73287 1.19509 -1.35031 0.0 -0.4 0.7 0.163
H -4.01755 1.67978 -0.60410 0.7 -0.2 0.4 0.135
H -3.62611 1.61492 1.04905 0.0 0.4 1.6 0.108
H -3.90106 -0.77590 2.13400 0.0 0.3 0.5 0.097
H -3.62440 -0.27227 -2.14315 -0.2 -0.9 1.2 0.139
H -4.39417 -3.16136 1.82730 0.0 0.3 0.0 0.103
H -4.29868 -2.63536 -2.37460 0.3 -0.2 -0.1 0.102
H -4.50485 -4.13499 -0.39916 0.1 0.3 0.0 0.110
H -0.60728 4.34129 0.30545 -0.2 -0.1 0.0 0.141
N 1.81266 -1.89888 0.19004 -0.3 -0.1 0.6 0.065
N 4.18936 -0.32812 0.20843 2.6 1.3 -1.0 0.009
N 5.72279 -0.08865 -1.66007 -0.5 0.2 0.6 0.097
N 6.06322 -1.71185 0.03946 0.2 1.3 0.4 0.066
N -0.92970 0.66300 0.50592 0.4 -0.5 0.8 0.117
O 0.13482 -0.20230 -1.26637 0.4 -0.3 0.4 0.064
O -2.59140 3.68769 -0.73169 0.5 -0.5 0.3 0.103
O -0.68628 3.37620 0.38930 1.0 0.4 0.5 0.129
```
Positions in Å, forces in eV/Å.